No. 1
Here is a 2-piece molecular cluster, C10H16O overall at a distorted geometry from OMol25. Energies are from ωB97M-V/def2-TZVPD.

Each line ends with the Löwdin charge.
Atoms and positions in Å:
C -1.41979 -0.07213 2.37259  -0.083
C -0.91815 -0.73600 1.17499  -0.290
C 0.47641 -0.95890 1.11300  -0.064
C 1.00103 -1.66985 -0.00724  -0.014
C 0.17485 -1.87254 -1.12025  -0.337
O 0.69226 -2.37488 -2.28257  0.023
C -1.20796 -1.64431 -1.13751  -0.009
C -1.66118 -0.99038 -0.01919  -0.040
H -1.29920 -0.62348 3.31893  0.088
H -2.52250 -0.11855 2.42625  0.081
H -1.12789 0.96427 2.50758  0.075
H 1.10818 -0.94742 2.01142  0.118
H 2.03693 -1.95993 -0.13336  0.109
H 1.56252 -2.02652 -2.50450  0.106
H -1.71216 -2.12792 -1.97396  0.125
H -2.72277 -0.93770 0.20534  0.106
C 1.45120 2.12182 0.71288  -0.142
C 0.42966 3.19669 0.34414  -0.302
C 0.51191 3.33368 -1.18750  -0.134
H 1.43618 1.30014 -0.02246  0.056
H 2.39832 2.68953 0.59460  0.083
H 1.39641 1.54105 1.63604  0.053
H 0.70513 4.05983 0.97716  0.103
H -0.58877 2.95357 0.59482  0.082
H 0.24040 2.42776 -1.74487  0.068
H 1.49089 3.45873 -1.66500  0.068
H -0.14673 4.15374 -1.52549  0.070

Values from the calculation:
M = 152.2 u
Spin multiplicity = 1
Net charge = 0
ΔE to the lowest compared entry with this formula, charge and spin = 46.6 kcal/mol
HOMO level = -8.41 eV


No. 2
Here is an isolated ion of composition C5H13N2 and charge +1 at a distorted geometry from OMol25. Energies are from ωB97M-V/def2-TZVPD.

Each line ends with the Löwdin charge.
Atoms and positions in Å:
C -1.04620 1.44615 -0.95857  -0.043
C 0.27513 1.39579 -0.11475  -0.434
N 1.10236 2.52488 -0.46166  0.032
C 1.09143 0.07777 -0.44830  -0.141
C 0.60446 -1.24864 0.06310  -0.026
C -0.54019 -1.38251 0.73535  -0.085
N -0.79649 -2.59384 1.53545  0.197
H -0.84158 1.01039 -1.93493  0.078
H -1.51438 2.40429 -0.99050  0.076
H -1.57608 0.58673 -0.52611  0.041
H -0.04654 1.30856 0.93248  0.123
H 1.75955 2.15288 -1.14002  0.064
H 0.97874 3.47178 -0.77182  0.087
H 2.13188 0.30501 -0.19732  0.128
H 1.12382 0.10978 -1.54795  0.126
H 1.19567 -2.12197 -0.19057  0.128
H -1.33996 -0.65738 0.80764  0.112
H -1.40120 -3.25382 1.02693  0.182
H -1.23025 -2.43144 2.44557  0.179
H 0.06982 -3.10440 1.73598  0.175

Values from the calculation:
M = 101.2 u
Spin multiplicity = 1
Net charge = +1
ΔE to the lowest compared entry with this formula, charge and spin = 76.3 kcal/mol
HOMO level = -11.83 eV


No. 3
Here is C4H3NS as an isolated structure at a distorted geometry from OMol25. Energies are from ωB97M-V/def2-TZVPD.

Each line ends with the Löwdin charge.
Atoms and positions in Å:
C -0.30395 -0.04489 -0.07264  -0.867
C 0.36514 1.19928 -0.09510  -0.126
C 1.64636 0.67289 0.07881  -0.179
C 0.71500 -1.12168 -0.07741  -0.148
H -0.29435 2.20224 -0.24617  0.161
H 2.45424 1.37049 0.37036  0.114
H 0.29307 -2.17174 0.01959  0.136
N 1.89984 -0.65119 0.00977  0.096
S -1.89294 -0.06726 0.04912  0.814

Values from the calculation:
M = 97.1 u
Spin multiplicity = 1
Net charge = 0
ΔE to the lowest compared entry with this formula, charge and spin = 35.5 kcal/mol
HOMO level = -9.16 eV